# 1
ORCA calculation (wB97M-V/def2-TZVPD) on the molecule C17H25NO3.

The max |F| is 0.5 eV Å⁻¹. Its spin multiplicity is 1. As for the HOMO energy: -8.467 eV. As for the SMILES: COc1ccc([C@H](CC(=O)N2CCOCC2)C(C)C)cc1. The HOMO-LUMO gap is 9.195 eV. As for the energy relative to the best compared isomer or geometry (same formula, charge and spin): 42.53 kcal per mole. The calculation puts the total energy at -25667.323 eV.

Each atom is followed by the atoms it is bonded to, with distances in Å.
Positions of all 46 atoms, in Å:
1 O -1.19605 0.27359 -2.73938  C6 1.218
2 O 2.66721 -2.11677 -1.14084  C11 1.406, C16 1.411
3 O 2.92136 1.94845 1.63601  C8 1.406, C14 1.363
4 N 0.02076 -1.32024 -1.74127  C5 1.451, C6 1.355, C21 1.444
5 C 1.09986 -1.13651 -2.69432  N4 1.451, C16 1.527, H23 1.097, H36 1.090
6 C -1.10402 -0.57636 -1.87128  O1 1.218, N4 1.355, C9 1.519
7 C -0.83907 0.37772 0.76769  C12 1.509, C18 1.394, C20 1.386
8 C 3.68671 1.48218 2.71937  O3 1.406, H33 1.095, H41 1.095, H45 1.089
9 C -2.26912 -0.86523 -0.93987  C6 1.519, C12 1.554, H22 1.091, H46 1.090
10 C -3.08169 1.77062 1.82862  C15 1.529, H27 1.089, H34 1.087, H44 1.088
11 C 1.64828 -2.26383 -0.18327  O2 1.406, C21 1.536, H28 1.092, H37 1.099
12 C -2.20909 -0.16873 0.44850  C7 1.509, C9 1.554, C15 1.547, H29 1.097
13 C -4.68529 0.34203 0.57923  C15 1.528, H24 1.089, H30 1.088, H42 1.087
14 C 1.69400 1.39573 1.42084  O3 1.363, C17 1.397, C19 1.389
15 C -3.27971 0.94174 0.55953  C10 1.529, C12 1.547, C13 1.528, H38 1.094
16 C 2.42343 -0.98533 -1.94845  O2 1.411, C5 1.527, H32 1.100, H35 1.091
17 C 0.98284 1.89306 0.32667  C14 1.397, C18 1.377, H43 1.079
18 C -0.26427 1.39964 0.01367  C7 1.394, C17 1.377, H40 1.078
19 C 1.11905 0.39675 2.19537  C14 1.389, C20 1.387, H25 1.079
20 C -0.13261 -0.09904 1.86030  C7 1.386, C19 1.387, H31 1.082
21 C 0.26072 -2.41136 -0.82600  N4 1.444, C11 1.536, H26 1.099, H39 1.087
22 H -3.14499 -0.50330 -1.47937  C9 1.091
23 H 1.15371 -2.01324 -3.35218  C5 1.097
24 H -4.81219 -0.28930 1.45705  C13 1.089
25 H 1.62871 -0.00708 3.05634  C19 1.079
26 H 0.22429 -3.35954 -1.38118  C21 1.099
27 H -3.10402 1.12878 2.70749  C10 1.089
28 H 1.89156 -3.16154 0.38840  C11 1.092
29 H -2.44944 -0.91856 1.21180  C12 1.097
30 H -5.42822 1.13521 0.62093  C13 1.088
31 H -0.55905 -0.87993 2.47547  C20 1.082
32 H 2.39511 -0.07841 -1.32601  C16 1.100
33 H 3.18020 1.65535 3.67465  C8 1.095
34 H -2.13159 2.29756 1.81326  C10 1.087
35 H 3.25663 -0.92341 -2.64956  C16 1.091
36 H 0.87625 -0.24868 -3.28611  C5 1.090
37 H 1.63988 -1.39275 0.48708  C11 1.099
38 H -3.18438 1.60084 -0.30852  C15 1.094
39 H -0.48517 -2.42526 -0.03476  C21 1.087
40 H -0.79460 1.81314 -0.82890  C18 1.078
41 H 3.91967 0.41677 2.61853  C8 1.095
42 H -4.88594 -0.25835 -0.30398  C13 1.087
43 H 1.43265 2.67788 -0.26100  C17 1.079
44 H -3.87867 2.50486 1.92123  C10 1.088
45 H 4.61203 2.05545 2.69479  C8 1.089
46 H -2.37981 -1.94293 -0.81786  C9 1.090

***

# 2
ORCA calculation (wB97M-V/def2-TZVPD) on a cluster of 8 separate species, C34H81N3O8 in total.

The max |F| is 4.3 eV Å⁻¹. Its spin multiplicity is 2. As for the HOMO energy (alpha / beta): 0.483 / -6.354 eV. The HOMO-LUMO gap (alpha / beta) is 1.575 / 8.361 eV. The calculation puts the total energy at -57412.547 eV. The net charge is -1. The expectation value of S² is 0.7505.

Each atom is followed by the atoms it is bonded to, with distances in Å.
Positions of all 126 atoms, in Å:
1 O 2.45758 -2.33854 -1.55284  C21 1.452, H95 0.960
2 O -5.58022 1.30683 -0.86695  N11 1.419, H51 0.960
3 O -0.47592 -5.87901 1.03039  C29 1.418, H122 0.960
4 O 4.60693 -5.54840 -1.51125  C27 1.429, H47 0.960
5 O 4.62562 -1.97356 0.73024  C40 1.409, H109 0.960
6 O 3.59999 -2.42925 -3.99521  C26 1.411, H66 0.960
7 O -1.26692 3.27257 -2.63872  N9 1.408, H85 0.960
8 O -0.30408 0.42784 3.43198  N10 1.333, H86 0.960
9 N -0.36588 2.83620 -3.62924  O7 1.408, C24 1.509, C34 1.449
10 N 0.86670 0.97395 3.76158  O8 1.333, C20 1.446, C44 1.531
11 N -5.14117 0.37491 0.10959  O2 1.419, C31 1.477, C35 1.472
12 C 0.19450 1.38222 -5.62380  C34 1.593, C37 1.564, H46 1.090, H105 1.090
13 C 1.35615 4.33727 -2.77873  C24 1.600, H48 1.090, H68 1.090, H112 1.090
14 C -4.86335 2.02956 1.89320  C31 1.563, H55 1.090, H62 1.090, H71 1.090
15 C -6.31395 -1.44089 -0.99111  C35 1.519, H58 1.090, H63 1.090, H78 1.090
16 C -2.01088 2.42159 -5.38760  C34 1.555, H65 1.090, H94 1.090, H121 1.090
17 C -3.94614 -1.02010 -1.63864  C35 1.555, H59 1.090, H89 1.090, H119 1.090
18 C 2.50952 1.32893 5.64920  C28 1.486, C44 1.543, H76 1.090, H90 1.090
19 C 1.29115 1.81515 -2.04804  C24 1.531, H60 1.090, H96 1.090, H120 1.090
20 C 0.96875 2.34334 3.30733  N10 1.446, C25 1.521, C41 1.608, C45 1.539
21 C 1.04438 -2.09774 -1.78643  O1 1.452, C33 1.519, H52 1.090, H56 1.090
22 C 1.52422 -0.86884 5.25627  C44 1.544, H74 1.090, H77 1.090, H82 1.090
23 C -4.62995 -2.04832 0.60199  C35 1.558, C39 1.549, H84 1.090, H115 1.090
24 C 1.07724 2.81518 -3.18742  N9 1.509, C13 1.600, C19 1.531, C42 1.604
25 C -0.03806 3.40949 3.70994  C20 1.521, H70 1.090, H80 1.090, H110 1.090
26 C 2.89936 -3.34362 -4.81029  O6 1.411, H54 1.090, H92 1.090, H102 1.090
27 C 4.24266 -5.40131 -0.13683  O4 1.429, H91 1.090, H114 1.090, H124 1.090
28 C 2.82569 2.66009 5.06846  C18 1.486, C41 1.506, H93 1.090, H116 1.090
29 C -1.42525 -4.97858 0.48498  O3 1.418, H57 1.090, H64 1.090, H69 1.090
30 C 4.86701 -0.78043 2.64585  C40 1.564, H81 1.090, H87 1.090, H118 1.090
31 C -4.17593 0.85892 1.11797  N11 1.477, C14 1.563, C36 1.529, C38 1.543
32 C -1.31184 0.59591 -3.79053  C34 1.487, H72 1.090, H117 1.090, H123 1.090
33 C 0.49724 -1.30122 -0.61452  C21 1.519, H73 1.090, H100 1.090, H107 1.090
34 C -0.87164 1.81291 -4.52195  N9 1.449, C12 1.593, C16 1.555, C32 1.487
35 C -4.96864 -0.96783 -0.46813  N11 1.472, C15 1.519, C17 1.555, C23 1.558
36 C -2.84382 1.38354 0.58184  C31 1.529, H49 1.090, H83 1.090, H97 1.090
37 C 1.65647 1.21878 -5.09299  C12 1.564, C42 1.480, H67 1.090, H98 1.090
38 C -3.78721 -0.26861 2.09722  C31 1.543, C39 1.555, H104 1.090, H111 1.090
39 C -3.41124 -1.63911 1.46581  C23 1.549, C38 1.555, H88 1.090, H108 1.090
40 C 3.85275 -1.68592 1.87217  O5 1.409, C30 1.564, H75 1.090, H106 1.090
41 C 2.45753 2.86185 3.62192  C20 1.608, C28 1.506, H113 1.090, H125 1.090
42 C 2.05149 2.47363 -4.41454  C24 1.604, C37 1.480, H61 1.090, H79 1.090
43 C 0.13987 1.15888 6.13441  C44 1.493, H99 1.090, H101 1.090, H103 1.090
44 C 1.19808 0.64027 5.21813  N10 1.531, C18 1.543, C22 1.544, C43 1.493
45 C 1.05182 2.44381 1.77386  C20 1.539, H50 1.090, H53 1.090, H126 1.090
46 H -0.08165 0.54781 -6.26847  C12 1.090
47 H 4.47665 -4.67460 -1.88689  O4 0.960
48 H 2.31230 4.43481 -2.26457  C13 1.090
49 H -3.06779 2.10907 -0.20017  C36 1.090
50 H 0.18691 2.09566 1.20922  C45 1.090
51 H -4.77461 1.44431 -1.37063  O2 0.960
52 H 0.43756 -3.00320 -1.78275  C21 1.090
53 H 1.17940 3.44293 1.35723  C45 1.090
54 H 2.97100 -4.36777 -4.44409  C26 1.090
55 H -4.83324 2.94661 1.30480  C14 1.090
56 H 0.95676 -1.50797 -2.69890  C21 1.090
57 H -0.91140 -4.34654 -0.23930  C29 1.090
58 H -6.41857 -1.05421 -2.00483  C15 1.090
59 H -2.99511 -1.29710 -1.18378  C17 1.090
60 H 2.07678 1.08866 -2.25564  C19 1.090
61 H 2.18091 3.34134 -5.06141  C42 1.090
62 H -5.91843 1.80220 2.04555  C14 1.090
63 H -7.15156 -1.22944 -0.32643  C15 1.090
64 H -2.35402 -5.45735 0.17469  C29 1.090
65 H -2.52798 1.62857 -5.92781  C16 1.090
66 H 4.55647 -2.51040 -4.00792  O6 0.960
67 H 2.22323 0.92735 -5.97727  C37 1.090
68 H 1.34600 5.05685 -3.59738  C13 1.090
69 H -1.65674 -4.32650 1.32717  C29 1.090
70 H 0.09197 3.91734 4.66560  C25 1.090
71 H -4.42974 2.33939 2.84404  C14 1.090
72 H -0.54847 -0.07933 -3.40400  C32 1.090
73 H -0.15728 -0.49337 -0.94174  C33 1.090
74 H 0.59733 -1.41683 5.08688  C22 1.090
75 H 2.98720 -1.08327 1.59695  C40 1.090
76 H 3.38881 0.72466 5.42602  C18 1.090
77 H 2.30022 -1.25087 4.59296  C22 1.090
78 H -6.31225 -2.52749 -1.07711  C15 1.090
79 H 3.07275 2.37646 -4.04621  C42 1.090
80 H -1.02771 2.95659 3.76982  C25 1.090
81 H 4.76033 -0.82364 3.72975  C30 1.090
82 H 1.87196 -1.21510 6.22956  C22 1.090
83 H -2.23555 1.88294 1.33598  C36 1.090
84 H -4.31839 -3.02805 0.23983  C23 1.090
85 H -1.57001 4.12199 -2.96768  O7 0.960
86 H -0.05098 -0.21055 2.76116  O8 0.960
87 H 5.90723 -1.09928 2.57968  C30 1.090
88 H -2.47184 -1.57785 0.91638  C39 1.090
89 H -3.81212 -0.11330 -2.22843  C17 1.090
90 H 2.60602 1.44772 6.72840  C18 1.090
91 H 5.05963 -4.89723 0.37947  C27 1.090
92 H 3.36618 -3.41040 -5.79300  C26 1.090
93 H 2.25194 3.42525 5.59138  C28 1.090
94 H -2.79729 2.88631 -4.79287  C16 1.090
95 H 2.82452 -2.53260 -2.41846  O1 0.960
96 H 1.65568 2.28553 -1.13482  C19 1.090
97 H -2.17554 0.68526 0.07796  C36 1.090
98 H 1.67872 0.37130 -4.40787  C37 1.090
99 H -0.83528 0.86555 5.74565  C43 1.090
100 H -0.12274 -1.93053 0.02400  C33 1.090
101 H 0.18319 2.24699 6.08696  C43 1.090
102 H 1.88099 -2.95694 -4.77147  C26 1.090
103 H 0.25239 0.83469 7.16898  C43 1.090
104 H -4.46665 -0.19394 2.94627  C38 1.090
105 H 0.20025 2.16530 -6.38199  C12 1.090
106 H 3.64741 -2.64597 2.34569  C40 1.090
107 H 1.12704 -0.74037 0.07606  C33 1.090
108 H -3.15640 -2.43768 2.16254  C39 1.090
109 H 4.01890 -2.21383 0.02614  O5 0.960
110 H -0.16446 4.20670 2.97744  C25 1.090
111 H -2.88002 -0.01970 2.64782  C38 1.090
112 H 0.66235 4.85168 -2.11381  C13 1.090
113 H 2.84988 3.69747 3.04236  C41 1.090
114 H 3.33921 -4.80095 -0.02985  C27 1.090
115 H -5.51259 -2.34748 1.16727  C23 1.090
116 H 3.89860 2.84134 5.13258  C28 1.090
117 H -1.92894 -0.07906 -4.38357  C32 1.090
118 H 4.87695 0.25068 2.29257  C30 1.090
119 H -4.20226 -1.91068 -2.21256  C17 1.090
120 H 0.33769 1.39740 -1.72478  C19 1.090
121 H -1.57303 3.08232 -6.13581  C16 1.090
122 H -0.26848 -6.57025 0.39734  O3 0.960
123 H -1.93460 0.88373 -2.94352  C32 1.090
124 H 3.90929 -6.28380 0.40922  C27 1.090
125 H 3.15919 2.12363 3.23358  C41 1.090
126 H 1.84562 1.75856 1.47652  C45 1.090

***

Q: Among the records above, which one has the lowest max |F|?
A: C17H25NO3